1.
H18O9 | wB97M-V/def2-TZVPD

## Properties
Total charge: 0
HOMO level in eV: -11.21
LUMO energy in eV: 0.32
Energy above the lowest of the compared OMol25 structures with the same formula, charge and spin in kJ/mol: 111.3
E in eV: -18720.9815
Structure (SMILES): O.O.O.O.O.O.O.O.O

CARTESIAN COORDINATES (ANGSTROEM)
H -0.09 0.02 -1.98
H -1.40 0.36 -1.49
H -2.70 0.12 0.56
H -2.96 -1.19 -0.20
H 0.10 -1.99 1.04
H -1.18 -1.32 1.29
H -1.18 1.81 0.15
H -2.38 2.21 -0.87
H 0.61 1.74 1.25
H 0.69 1.97 -0.29
H 1.59 0.65 3.04
H 0.59 -0.01 2.15
H 1.73 -1.27 0.08
H 2.48 -0.03 0.71
H -0.23 -1.67 -1.20
H 0.73 -2.71 -1.53
H 2.12 1.36 -2.08
H 1.98 0.21 -1.16
O -0.98 -0.39 -1.94
O -2.85 -0.83 0.70
O -0.37 -1.60 1.81
O -2.11 1.57 -0.19
O 0.25 2.31 0.54
O 1.27 0.68 2.10
O 2.47 -0.72 -0.07
O 0.43 -2.22 -0.79
O 1.41 0.95 -1.63


2.
H18O9 | wB97M-V/def2-TZVPD

## Properties
Total charge: 0
HOMO level in eV: -10.48
LUMO energy in eV: -0.46
Energy above the lowest of the compared OMol25 structures with the same formula, charge and spin in kJ/mol: 411.3
E in eV: -18717.8728
Structure (SMILES): O.O.O.O.O.O.O.O.O

CARTESIAN COORDINATES (ANGSTROEM)
O -0.55 -1.44 -2.99
H -0.41 -0.86 -2.20
H -0.77 -2.27 -2.62
O -0.17 0.47 -0.91
H -0.59 0.38 -0.18
H 0.79 0.20 -0.81
O -3.34 0.38 1.79
H -3.69 0.56 2.66
H -2.39 0.32 1.99
O 1.81 -1.28 2.17
H 2.22 -0.44 2.19
H 1.89 -1.31 1.11
O -1.46 2.42 -2.31
H -1.73 2.89 -1.69
H -0.91 1.66 -1.89
O 1.47 3.26 -0.66
H 1.91 3.31 -1.45
H 0.76 2.54 -0.79
O -0.69 0.20 1.77
H -0.13 0.82 2.24
H -0.18 -0.69 1.91
O 2.36 -0.79 -0.59
H 3.25 -0.79 -0.82
H 2.33 -1.73 -1.01
O -0.44 -2.46 0.69
H -0.15 -3.19 1.18
H -1.19 -2.15 1.24


3.
H18O9 | wB97M-V/def2-TZVPD

## Properties
Total charge: 0
HOMO level in eV: -10.12
LUMO energy in eV: -0.36
Energy above the lowest of the compared OMol25 structures with the same formula, charge and spin in kJ/mol: 258.4
E in eV: -18719.4569
Structure (SMILES): O.O.O.O.O.O.O.O.O

CARTESIAN COORDINATES (ANGSTROEM)
O 1.13 2.30 2.24
H 1.55 2.00 1.45
H 1.79 2.86 2.60
O 2.86 0.01 -0.33
H 1.95 -0.15 -0.18
H 3.10 -0.79 -0.75
O 0.17 -0.18 0.43
H 0.12 -0.85 -0.27
H 0.05 0.65 -0.06
O -0.02 -1.62 -1.83
H -0.13 -2.53 -2.13
H -0.89 -1.22 -2.04
O -1.28 1.41 2.84
H -0.95 0.95 2.06
H -0.40 1.76 3.09
O 2.84 -2.03 -2.18
H 3.18 -2.74 -2.70
H 1.88 -2.04 -2.25
O -3.00 0.62 0.53
H -2.85 0.41 -0.42
H -3.39 1.48 0.60
O 0.07 2.12 -0.77
H -0.10 2.28 -1.70
H -0.63 2.41 -0.23
O -2.23 -2.74 0.46
H -1.72 -1.98 0.80
H -3.08 -2.40 0.76


4.
H18O9 | wB97M-V/def2-TZVPD

## Properties
Total charge: 0
HOMO level in eV: -10.68
LUMO energy in eV: 0.03
Energy above the lowest of the compared OMol25 structures with the same formula, charge and spin in kJ/mol: 247.7
E in eV: -18719.5686
Structure (SMILES): O.O.O.O.O.O.O.O.O

CARTESIAN COORDINATES (ANGSTROEM)
O 4.44 -0.62 1.27
H 3.62 -0.59 0.83
H 4.44 -1.51 1.53
O 2.06 1.40 1.47
H 1.64 2.17 1.65
H 2.89 1.70 1.05
O 1.91 1.36 -1.36
H 2.07 0.70 -2.02
H 1.79 0.83 -0.57
O -2.28 -1.85 0.92
H -1.33 -1.64 0.90
H -2.37 -2.78 1.18
O -1.22 2.24 0.02
H -0.93 2.23 -0.90
H -1.88 2.91 0.01
O 0.50 -2.54 -1.66
H -0.12 -2.54 -0.95
H 1.10 -1.85 -1.36
O -3.34 0.57 0.17
H -2.88 1.10 0.79
H -3.08 -0.33 0.36
O -0.03 -0.28 0.60
H 0.75 -0.02 1.17
H -0.53 0.55 0.52
O -2.12 -0.63 -1.99
H -2.16 -0.08 -1.22
H -2.93 -0.48 -2.42


5.
H18O9 | wB97M-V/def2-TZVPD

## Properties
Total charge: 0
HOMO level in eV: -11.16
LUMO energy in eV: -0.31
Energy above the lowest of the compared OMol25 structures with the same formula, charge and spin in kJ/mol: 322.2
E in eV: -18718.7961
Structure (SMILES): O.O.O.O.O.O.O.O.O

CARTESIAN COORDINATES (ANGSTROEM)
H -0.22 0.31 -1.74
H 0.97 -0.42 -1.13
H -0.94 2.14 2.68
H 0.37 1.38 2.58
H -1.35 3.61 0.50
H -2.18 2.42 0.95
H 4.52 -1.59 2.04
H 3.57 -0.68 1.28
H 1.24 -1.25 3.01
H 0.87 -1.09 4.47
H -2.16 -1.38 -5.12
H -3.09 -2.26 -5.94
H 2.82 -2.21 -0.87
H 3.32 -3.35 -1.74
H -1.55 -2.54 1.22
H -1.91 -1.92 2.57
H -1.29 4.28 -3.10
H -2.08 5.00 -2.02
O 0.56 -0.21 -1.98
O -0.21 1.96 2.08
O -2.06 3.37 1.10
O 3.58 -1.46 1.85
O 1.63 -1.23 3.89
O -3.08 -1.48 -5.36
O 3.58 -2.77 -1.02
O -2.30 -2.34 1.80
O -1.81 4.12 -2.30


6.
H18O9 | wB97M-V/def2-TZVPD

## Properties
Total charge: 0
HOMO level in eV: -11.05
LUMO energy in eV: -0.40
Energy above the lowest of the compared OMol25 structures with the same formula, charge and spin in kJ/mol: 326.4
E in eV: -18718.7530
Structure (SMILES): O.O.O.O.O.O.O.O.O

CARTESIAN COORDINATES (ANGSTROEM)
H 0.68 0.54 0.38
H -0.26 0.85 1.52
H -0.76 0.73 -1.72
H -1.89 -0.10 -2.30
H 1.03 1.89 3.59
H 1.62 3.20 3.10
H 4.70 -2.00 1.21
H 3.69 -0.90 0.98
H 3.02 -1.24 -2.41
H 2.92 -1.45 -0.91
H -5.65 1.23 0.15
H -4.36 0.43 0.25
H 1.01 -2.48 -0.50
H 0.18 -3.75 -0.64
H -3.34 -1.64 1.48
H -4.82 -1.50 1.16
H 0.28 3.88 -1.84
H 1.28 2.75 -2.00
O 0.62 0.52 1.34
O -1.20 0.51 -2.55
O 1.50 2.28 2.84
O 3.87 -1.82 0.76
O 2.97 -0.75 -1.58
O -5.21 0.45 -0.21
O 0.96 -3.31 -1.00
O -4.04 -2.03 0.94
O 1.21 3.71 -2.05


7.
H18O9 | wB97M-V/def2-TZVPD

## Properties
Total charge: 0
HOMO level in eV: -10.29
LUMO energy in eV: -0.58
Energy above the lowest of the compared OMol25 structures with the same formula, charge and spin in kJ/mol: 247.3
E in eV: -18719.5727
Structure (SMILES): O.O.O.O.O.O.O.O.O

CARTESIAN COORDINATES (ANGSTROEM)
O -0.28 -1.21 2.99
H 0.65 -1.32 2.83
H -0.45 -1.70 3.80
O 2.75 -0.30 -2.91
H 2.34 -0.78 -2.19
H 2.17 0.45 -3.05
O -0.52 3.53 0.32
H -0.54 3.82 -0.59
H -0.46 2.58 0.28
O -0.98 -0.19 -3.10
H -1.61 -0.09 -3.82
H -0.91 -1.13 -2.97
O -2.26 0.56 3.81
H -1.48 0.03 3.65
H -2.98 0.05 3.47
O -2.26 -2.01 0.58
H -2.17 -2.26 1.49
H -1.83 -1.15 0.53
O 1.93 2.15 -1.69
H 1.86 2.79 -0.98
H 1.05 1.78 -1.76
O -0.38 0.14 0.04
H 0.18 -0.52 -0.36
H -0.32 -0.03 0.98
O 1.98 -1.50 -0.70
H 2.67 -1.24 -0.09
H 1.88 -2.44 -0.56


8.
H18O9 | wB97M-V/def2-TZVPD

## Properties
Total charge: 0
HOMO level in eV: -10.94
LUMO energy in eV: -0.18
Energy above the lowest of the compared OMol25 structures with the same formula, charge and spin in kJ/mol: 357.2
E in eV: -18718.4339
Structure (SMILES): O.O.O.O.O.O.O.O.O

CARTESIAN COORDINATES (ANGSTROEM)
H -0.10 -1.19 -0.87
H 0.64 0.18 -0.47
H -2.17 -4.42 -1.45
H -0.72 -4.48 -1.74
H 1.99 1.33 -1.41
H 1.94 0.11 -2.43
H -4.60 -0.40 -1.52
H -4.31 -1.07 -2.80
H 3.39 -1.75 2.23
H 4.28 -0.86 3.03
H -0.05 4.25 1.93
H -0.92 3.12 1.48
H 1.12 3.41 -2.12
H 2.63 3.41 -1.87
H 0.78 1.13 2.69
H 1.33 2.51 3.10
H -2.59 -2.81 1.89
H -3.03 -2.41 0.49
O 0.65 -0.77 -0.36
O -1.60 -4.82 -2.10
O 2.52 0.85 -2.03
O -3.99 -1.08 -1.90
O 4.22 -1.13 2.12
O -0.67 3.99 1.21
O 1.80 3.35 -1.39
O 0.49 2.06 3.01
O -3.36 -2.46 1.42


9.
H18O9 | wB97M-V/def2-TZVPD

## Properties
Total charge: 0
HOMO level in eV: -11.06
LUMO energy in eV: 0.05
Energy above the lowest of the compared OMol25 structures with the same formula, charge and spin in kJ/mol: 355.2
E in eV: -18718.4540
Structure (SMILES): O.O.O.O.O.O.O.O.O

CARTESIAN COORDINATES (ANGSTROEM)
H 0.58 0.05 0.10
H 0.78 -1.43 0.40
H -2.04 3.70 0.27
H -1.01 4.81 0.40
H -1.35 -2.92 3.14
H -0.54 -2.19 2.08
H -0.49 -0.35 -2.93
H 0.62 0.15 -3.84
H 1.96 -2.92 -1.67
H 3.09 -3.00 -2.69
H 3.12 -1.86 3.09
H 2.05 -0.86 3.52
H -1.40 0.53 0.21
H -2.90 0.30 0.11
H -1.81 1.63 -1.58
H -2.91 2.01 -2.56
H 1.83 2.02 1.34
H 0.64 1.07 1.46
O 1.06 -0.55 0.68
O -1.10 3.85 0.37
O -0.82 -3.07 2.35
O -0.27 -0.23 -3.86
O 2.23 -3.37 -2.48
O 2.44 -1.27 2.74
O -2.24 0.83 0.57
O -2.51 1.25 -2.12
O 0.98 1.81 0.93


10.
H18O9 | wB97M-V/def2-TZVPD

## Properties
Total charge: 0
HOMO level in eV: -9.37
LUMO energy in eV: -0.18
Energy above the lowest of the compared OMol25 structures with the same formula, charge and spin in kJ/mol: 521.7
E in eV: -18716.7289
Structure (SMILES): O.O.O.O.O.O.O.O.O

CARTESIAN COORDINATES (ANGSTROEM)
H -0.55 0.03 0.04
H 0.19 -0.99 -0.82
H 1.60 -0.29 3.37
H 0.46 0.61 3.84
H -1.21 4.12 0.82
H -0.36 2.88 0.56
H -3.57 -1.44 -0.83
H -3.08 -0.02 -0.59
H -2.00 -3.60 -1.23
H -1.41 -2.28 -1.70
H 3.27 -0.33 1.77
H 4.28 0.16 0.74
H -0.46 1.43 -2.87
H 0.04 1.28 -1.45
H -1.57 3.02 -1.67
H -2.12 2.01 -0.67
H 2.17 -4.16 -0.36
H 3.16 -3.13 0.14
O 0.20 -0.05 -0.57
O 1.26 0.17 4.15
O -0.39 3.83 0.41
O -2.94 -0.93 -0.31
O -1.65 -2.77 -0.90
O 3.88 -0.65 1.09
O 0.33 1.54 -2.33
O -1.74 2.89 -0.73
O 2.22 -3.32 0.10


11.
H18O9Y | wB97M-V/def2-TZVPD

## Properties
Total charge: +3
HOMO level in eV: -22.96
LUMO energy in eV: -9.85
Energy above the lowest of the compared OMol25 structures with the same formula, charge and spin in kJ/mol: 0.3
E in eV: -19741.6967

CARTESIAN COORDINATES (ANGSTROEM)
Y -0.02 0.00 -0.05
O -0.77 -1.52 -1.72
H -1.63 -1.87 -2.03
H -0.11 -2.01 -2.24
O -2.36 -0.74 0.41
H -2.47 -1.44 1.08
H -3.25 -0.65 0.02
O -0.84 1.08 -2.02
H -1.42 1.86 -1.92
H -0.63 1.04 -2.97
O 1.80 -0.34 -1.67
H 2.46 -0.99 -1.39
H 2.20 0.10 -2.44
O -1.34 1.90 0.47
H -1.18 2.87 0.50
H -2.23 1.79 0.84
O -0.14 0.34 2.28
H -0.86 0.71 2.81
H 0.56 0.11 2.92
O 0.11 -2.21 0.90
H -0.18 -2.62 1.73
H 0.51 -2.94 0.39
O 2.08 -0.41 1.14
H 2.47 -1.24 1.48
H 2.67 0.30 1.47
O 1.31 1.96 -0.02
H 1.21 2.67 0.64
H 2.04 2.26 -0.59


12.
H19O10 | wB97M-V/def2-TZVPD

## Properties
Total charge: -1
HOMO level in eV: -6.38
LUMO energy in eV: 2.72
Energy above the lowest of the compared OMol25 structures with the same formula, charge and spin in kJ/mol: 242.4
E in eV: -20784.0051

CARTESIAN COORDINATES (ANGSTROEM)
O 0.98 3.20 -2.88
H 1.09 2.23 -2.72
H -0.03 1.07 2.31
O 2.91 -2.15 1.03
H 2.84 -2.56 1.88
H 0.78 1.65 -0.63
O -1.77 -0.23 -2.49
H 2.92 -1.22 1.39
H -0.87 0.01 -2.25
O 2.43 -0.63 -1.99
H -3.45 -0.05 2.23
H 0.73 3.29 -1.94
O -3.33 -0.82 2.81
H 0.58 1.11 0.71
H 2.40 -1.54 -1.77
O -1.10 -4.01 1.10
H -1.70 -3.19 1.08
H -0.30 -3.45 1.23
O 0.30 -1.32 0.67
H 1.01 -0.67 0.88
H -1.23 3.44 0.71
O -1.56 3.09 -0.07
H -1.03 2.39 -0.47
H -2.86 -1.57 2.39
O 0.67 1.23 1.70
H -2.33 0.61 -2.50
O 0.00 1.23 -0.98
H 1.88 -0.25 -1.20
H 0.04 -0.88 -0.21